(1)
Here is 2 unconnected molecules or ions with the total composition C3H3ClO2 in a non-equilibrium geometry from OMol25. Energies are from ωB97M-V/def2-TZVPD.

Properties
**LUMO energy (spin up / spin down)**: -0.8005 / -0.7610 eV
**HOMO (spin up / spin down)**: -9.988 / -9.889 eV
**Energy relative to the best compared isomer or geometry (same formula, charge and spin)**: 748.3 kJ/mol
**Charge**: 0

Element x y z (Å)
C -1.28442 0.62864 -0.09090
C -0.24898 -0.34365 0.15457
C 1.21771 -0.11379 0.00327
O -2.65482 1.88354 0.63508
O -0.87892 0.11399 -1.16319
Cl -0.77168 -2.03727 0.39489
H 1.25824 0.99192 0.04780
H 1.60792 -0.69321 -0.90065
H 1.75495 -0.43018 0.91914

---

(2)
Here is a molecular structure, C9H36CaN15O12 in a non-equilibrium geometry from OMol25. Energies are from ωB97M-V/def2-TZVPD.

Properties
**LUMO energy**: -3.4751 eV
**HOMO**: -10.417 eV
**Energy relative to the best compared isomer or geometry (same formula, charge and spin)**: 0.0 kJ/mol
**Charge**: +1

Element x y z (Å)
Ca 4.26934 27.92202 -3.11402
N 6.48291 25.57827 -1.33703
O 5.80771 26.36617 -2.04334
O 5.89218 24.79586 -0.56412
O 7.71248 25.60874 -1.39306
C 3.92228 21.78327 -0.42027
O 5.06352 21.09184 -0.94543
H 3.92156 21.67670 0.66868
H 3.91561 22.85827 -0.59001
H 3.00650 21.38634 -0.86423
H 4.81101 20.16525 -0.98771
C 10.97243 24.70392 -3.80247
O 10.50607 25.75251 -2.95601
H 11.63076 25.10298 -4.57909
H 11.59435 24.04662 -3.19883
H 10.16785 24.20041 -4.33700
H 10.13408 25.35081 -2.16142
C 8.56759 21.95764 -2.56870
O 9.60591 22.55830 -2.35983
N 7.33363 22.51656 -2.41573
N 8.56454 20.62929 -2.92672
H 7.21745 23.47311 -2.14444
H 6.50275 21.94960 -2.38232
H 9.45421 20.16724 -2.94526
H 7.77841 20.23591 -3.40743
C 7.68421 27.52374 2.36551
O 8.03909 28.69104 2.32412
N 8.13956 26.62517 3.29018
N 6.84723 26.99743 1.41117
H 7.66423 25.73680 3.34843
H 8.81324 26.88666 3.98195
H 6.68182 27.58315 0.61664
H 6.42243 26.08612 1.51967
C 6.55887 23.26631 2.46185
O 6.12056 24.42792 2.44883
N 6.69301 22.58390 1.29284
N 6.81175 22.57650 3.62417
H 6.41783 23.06918 0.45455
H 6.90722 21.60560 1.27692
H 6.25206 22.80238 4.42347
H 7.28280 21.69727 3.51889
C 10.52741 24.03589 1.14236
O 11.54684 23.39795 0.89995
N 10.32747 24.72529 2.30470
N 9.48351 24.03399 0.24890
H 9.56147 25.36912 2.40070
H 11.14745 24.80021 2.87876
H 8.68786 24.64304 0.28676
H 9.61532 23.53461 -0.61723
C 3.04674 26.90778 0.17387
O 3.34130 27.57778 -0.82565
N 1.86545 27.10807 0.82678
N 3.91373 26.03958 0.73869
H 1.46143 26.43698 1.45489
H 1.20323 27.67591 0.32530
H 3.65447 25.56810 1.58601
H 4.68590 25.68605 0.18471
C 3.25700 24.62795 -3.73008
O 3.41542 25.84297 -3.49426
N 4.05902 23.65902 -3.21754
N 2.21964 24.19083 -4.49067
H 3.93709 22.74744 -3.62149
H 4.82688 23.82656 -2.59175
H 1.64592 24.89576 -4.91456
H 1.97411 23.22028 -4.53296
C 7.48651 28.72381 -4.21963
O 6.26275 28.63087 -3.94031
N 8.36883 27.78083 -3.86964
N 7.98934 29.79977 -4.87345
H 9.31968 27.69605 -4.20999
H 8.01383 26.92837 -3.46567
H 8.97986 29.95666 -4.91143
H 7.38791 30.52029 -5.22579

---

(3)
Here is 2 unconnected molecules or ions with the total composition C19H19O2S in a non-equilibrium geometry from OMol25. Energies are from ωB97M-V/def2-TZVPD.

Properties
**LUMO energy**: 2.5429 eV
**HOMO**: -2.481 eV
**Charge**: -1

Element x y z (Å)
C 1.07288 -1.35227 1.12923
C -0.27063 -1.24378 1.84474
C -0.95796 0.11863 1.72679
O -2.12416 0.20127 1.38614
C -0.09957 1.37859 1.90159
C 1.25959 1.34788 1.20573
S 2.26441 -0.08806 1.61197
H 1.55516 -2.30495 1.39078
H 0.94898 -1.31586 0.03871
H -0.95281 -1.98505 1.41133
H -0.15238 -1.47762 2.91267
H -0.67152 2.22016 1.49062
H 0.03665 1.55321 2.97880
H 1.14871 1.40096 0.11468
H 1.85659 2.21097 1.53339
C -5.64024 3.48948 2.86419
C -5.43544 2.47722 1.91484
C -4.78263 1.30784 2.27295
C -4.21868 1.14773 3.57288
C -3.53290 -0.03435 3.93661
C -3.91790 -1.33003 3.44907
C -3.66466 -2.52507 4.35176
C -3.91991 -3.81720 3.86008
C -3.75639 -4.93551 4.67894
C -3.32311 -4.78219 6.00998
C -3.10327 -3.49400 6.51687
C -3.28961 -2.38005 5.69562
O -4.47026 -1.53213 2.34984
C -4.39301 2.21644 4.50853
C -5.13591 3.33990 4.16755
H -6.19044 4.38757 2.59281
H -5.79891 2.59123 0.89312
H -4.67487 0.48379 1.57271
H -2.80320 0.04017 4.74659
H -4.25908 -3.94188 2.83222
H -3.95859 -5.93290 4.28414
H -3.16318 -5.65538 6.64533
H -2.78440 -3.34569 7.54947
H -3.15535 -1.37819 6.09475
H -3.96616 2.10292 5.51168
H -5.32486 4.11112 4.91677

---

(4)
Here is a molecular structure, C13H17HfN7OS in a non-equilibrium geometry from OMol25. Energies are from ωB97M-V/def2-TZVPD.

Properties
**LUMO energy**: -14.8365 eV
**HOMO**: -22.164 eV
**Energy relative to the best compared isomer or geometry (same formula, charge and spin)**: 74.2 kJ/mol
**Charge**: +4

Element x y z (Å)
Hf -0.29314 0.32127 0.13052
C 2.34019 -1.20479 -3.24856
C 1.43659 -0.97167 -2.09667
N 1.31315 0.14970 -1.44026
N 2.00562 1.27208 -1.85446
C 1.41391 2.47335 -1.71586
N 1.97802 3.53813 -2.20710
S -0.08477 2.63155 -0.84095
C 0.52384 -2.05708 -1.64872
C 0.57280 -3.31775 -2.17986
C -0.37950 -4.27063 -1.78315
C -1.34195 -3.92333 -0.85372
C -1.32652 -2.63940 -0.33712
N -0.42411 -1.71374 -0.71988
H 2.89670 -0.33676 -3.58383
H 1.76018 -1.57593 -4.09968
H 3.06465 -1.98881 -2.99885
H 2.85197 1.16147 -2.39851
H 2.85443 3.52977 -2.72071
H 1.53723 4.44747 -2.10634
H 1.32121 -3.58382 -2.91428
H -0.36003 -5.26708 -2.21015
H -2.09820 -4.62697 -0.53073
H -2.06890 -2.33736 0.39328
C -1.20502 2.05547 4.43706
N -0.49588 0.79979 4.02537
C 0.01012 -0.08911 4.96177
C 0.65464 -1.20905 4.58717
C 0.83280 -1.47688 3.19943
N 0.30763 -0.59575 2.28846
C -0.32770 0.48918 2.76100
O -0.78229 1.25929 1.78584
N 1.48222 -2.53895 2.78274
H -1.28507 2.05042 5.51962
H -2.19871 2.07687 3.99980
H -0.62664 2.91759 4.11774
H -0.14655 0.17458 6.00042
H 1.04081 -1.89380 5.33128
H 1.88727 -3.18841 3.44640
H 1.65460 -2.72034 1.80768

---

Ordered DFT total energy results: -19768.9334, -75279.6024, -34942.1090, -38338.3135; unit eV.